The following is a quantum chemistry calculation of 5 unconnected molecules or ions with the total composition C72H46BF8NO18 at a distorted geometry, from OMol25.

* F_max: 10.472 eV/Å
* SMILES string: CCOB(O)[C@]1(C(=O)C(F)(F)C(F)(F)C(F)(F)C(=O)O)OC(=O)[C@@](C)(CC(=O)F)[C@@H]1C(=O)NC(=O)F.O=C1c2ccccc2C(=O)c2ccccc21.O=C1c2ccccc2C(=O)c2ccccc21.O=C1c2ccccc2C(=O)c2ccccc21.O=C1c2ccccc2C(=O)c2ccccc21
* E: -136160.132 eV
* E_HOMO: -9.649 eV
* HOMO-LUMO gap: 0.2674 hartree

Each atom is followed by the atoms it is bonded to, with distances in Å.
CARTESIAN COORDINATES (ANGSTROEM)
1 C 8.87 1.95 -0.62  C2 1.644, H37 1.193, H38 1.176, H39 1.170
2 C 8.02 3.35 -0.76  C1 1.644, O3 1.470, H40 1.194, H41 1.171
3 O 6.58 3.17 -1.00  C2 1.470, B4 1.476
4 B 5.82 2.95 0.24  O3 1.476, O5 1.500, C6 1.678
5 O 6.18 3.53 1.58  B4 1.500, H42 1.011
6 C 4.41 2.05 0.24  B4 1.678, C7 1.637, O21 1.501, C30 1.639
7 C 3.21 3.14 0.03  C6 1.637, O8 1.361, C9 1.673
8 O 3.58 4.45 0.05  C7 1.361
9 C 1.60 2.76 -0.25  C7 1.673, F10 1.506, F11 1.511, C12 1.635
10 F 1.62 2.02 -1.56  C9 1.506
11 F 0.94 4.10 -0.46  C9 1.511
12 C 0.98 1.90 0.99  C9 1.635, F13 1.511, F14 1.483, C15 1.634
13 F 1.25 2.71 2.24  C12 1.511
14 F 1.62 0.58 1.22  C12 1.483
15 C -0.64 1.66 0.95  C12 1.634, F16 1.499, F17 1.511, C18 1.637
16 F -1.41 2.39 2.01  C15 1.499
17 F -0.87 0.19 1.25  C15 1.511
18 C -1.36 1.93 -0.50  C15 1.637, O19 1.359, O20 1.498
19 O -1.42 0.96 -1.44  C18 1.359
20 O -2.02 3.22 -0.90  C18 1.498, H43 1.022
21 O 4.44 1.51 1.64  C6 1.501, C22 1.495
22 C 4.70 0.05 1.79  O21 1.495, O23 1.362, C24 1.661
23 O 4.62 -0.69 2.94  C22 1.362
24 C 5.14 -0.48 0.28  C22 1.661, C25 1.639, C26 1.639, C30 1.647
25 C 6.77 -0.57 0.42  C24 1.639, H44 1.194, H45 1.175, H46 1.194
26 C 4.70 -2.05 0.10  C24 1.639, C27 1.641, H47 1.191, H48 1.191
27 C 3.75 -2.36 -1.21  C26 1.641, O28 1.341, F29 1.509
28 O 4.21 -2.90 -2.35  C27 1.341
29 F 2.30 -1.98 -1.09  C27 1.509
30 C 4.46 0.68 -0.66  C6 1.639, C24 1.647, C31 1.648, H49 1.182
31 C 4.85 0.77 -2.26  C30 1.648, O32 1.362, N33 1.543
32 O 4.02 1.30 -3.19  C31 1.362
33 N 6.18 0.24 -2.84  C31 1.543, C34 1.543, H50 1.064
34 C 6.00 0.21 -4.37  N33 1.543, O35 1.351, F36 1.510
35 O 5.54 -0.90 -5.01  C34 1.351
36 F 6.31 1.41 -5.23  C34 1.510
37 H 9.98 2.16 -1.02  C1 1.193
38 H 8.99 1.55 0.48  C1 1.176
39 H 8.47 1.06 -1.27  C1 1.170
40 H 8.45 3.89 -1.73  C2 1.194
41 H 8.30 4.04 0.14  C2 1.171
42 H 5.56 4.30 1.79  O5 1.011
43 H -2.42 3.10 -1.83  O20 1.022
44 H 7.21 0.39 0.99  C25 1.194
45 H 7.30 -0.68 -0.63  C25 1.175
46 H 7.04 -1.49 1.14  C25 1.194
47 H 4.11 -2.44 1.05  C26 1.191
48 H 5.68 -2.71 -0.04  C26 1.191
49 H 3.33 0.34 -0.67  C30 1.182
50 H 6.83 1.07 -2.71  N33 1.064
51 O -3.49 -6.57 -2.27  C52 1.225
52 C -2.41 -6.59 -1.70  O51 1.225, C53 1.477, C66 1.477
53 C -2.20 -7.47 -0.53  C52 1.477, C54 1.401, C58 1.394
54 C -3.24 -8.30 -0.09  C53 1.401, C55 1.396, H67 1.089
55 C -3.04 -9.16 0.99  C54 1.396, C56 1.395, H68 1.088
56 C -1.80 -9.21 1.62  C55 1.395, C57 1.396, H69 1.088
57 C -0.76 -8.38 1.19  C56 1.396, C58 1.400, H70 1.089
58 C -0.97 -7.50 0.12  C53 1.394, C57 1.400, C59 1.476
59 C 0.13 -6.62 -0.32  C58 1.476, O60 1.226, C61 1.476
60 O 1.20 -6.60 0.29  C59 1.226
61 C -0.07 -5.75 -1.50  C59 1.476, C62 1.401, C66 1.394
62 C 0.97 -4.93 -1.94  C61 1.401, C63 1.396, H71 1.089
63 C 0.80 -4.14 -3.08  C62 1.396, C64 1.395, H72 1.088
64 C -0.41 -4.16 -3.77  C63 1.395, C65 1.397, H73 1.088
65 C -1.46 -4.96 -3.32  C64 1.397, C66 1.401, H74 1.089
66 C -1.29 -5.76 -2.18  C52 1.477, C61 1.394, C65 1.401
67 H -4.21 -8.27 -0.58  C54 1.089
68 H -3.85 -9.80 1.33  C55 1.088
69 H -1.64 -9.89 2.46  C56 1.088
70 H 0.20 -8.41 1.70  C57 1.089
71 H 1.92 -4.91 -1.41  C62 1.089
72 H 1.62 -3.50 -3.42  C63 1.088
73 H -0.54 -3.54 -4.66  C64 1.088
74 H -2.40 -4.97 -3.86  C65 1.089
75 O -7.77 3.39 3.73  C76 1.225
76 C -6.92 3.25 4.60  O75 1.225, C77 1.477, C90 1.477
77 C -5.71 2.44 4.34  C76 1.477, C78 1.401, C82 1.394
78 C -5.53 1.86 3.08  C77 1.401, C79 1.396, H91 1.089
79 C -4.36 1.14 2.81  C78 1.396, C80 1.395, H92 1.088
80 C -3.39 0.99 3.80  C79 1.395, C81 1.396, H93 1.088
81 C -3.58 1.55 5.06  C80 1.396, C82 1.400, H94 1.089
82 C -4.75 2.28 5.33  C77 1.394, C81 1.400, C83 1.476
83 C -4.95 2.85 6.68  C82 1.476, O84 1.226, C85 1.476
84 O -4.13 2.66 7.57  C83 1.226
85 C -6.15 3.67 6.94  C83 1.476, C86 1.401, C90 1.394
86 C -6.34 4.25 8.20  C85 1.401, C87 1.396, H95 1.089
87 C -7.45 5.06 8.44  C86 1.396, C88 1.395, H96 1.088
88 C -8.38 5.28 7.43  C87 1.395, C89 1.397, H97 1.088
89 C -8.21 4.69 6.17  C88 1.397, C90 1.401, H98 1.089
90 C -7.09 3.88 5.93  C76 1.477, C85 1.394, C89 1.401
91 H -6.28 1.98 2.30  C78 1.089
92 H -4.22 0.69 1.83  C79 1.088
93 H -2.48 0.44 3.58  C80 1.088
94 H -2.82 1.43 5.82  C81 1.089
95 H -5.61 4.09 8.99  C86 1.089
96 H -7.59 5.51 9.42  C87 1.088
97 H -9.25 5.91 7.61  C88 1.088
98 H -8.94 4.87 5.39  C89 1.089
99 O -8.69 -3.24 4.06  C100 1.225
100 C -8.35 -4.36 3.70  O99 1.225, C101 1.477, C114 1.477
101 C -7.43 -4.54 2.56  C100 1.477, C102 1.401, C106 1.394
102 C -6.92 -3.42 1.90  C101 1.401, C103 1.396, H115 1.089
103 C -6.02 -3.58 0.85  C102 1.396, C104 1.395, H116 1.088
104 C -5.62 -4.86 0.46  C103 1.395, C105 1.396, H117 1.088
105 C -6.15 -5.98 1.10  C104 1.396, C106 1.400, H118 1.089
106 C -7.06 -5.82 2.15  C101 1.394, C105 1.400, C107 1.476
107 C -7.62 -7.01 2.82  C106 1.476, O108 1.226, C109 1.476
108 O -7.33 -8.14 2.43  C107 1.226
109 C -8.52 -6.83 3.97  C107 1.476, C110 1.401, C114 1.394
110 C -9.03 -7.96 4.63  C109 1.401, C111 1.396, H119 1.089
111 C -9.86 -7.80 5.75  C110 1.396, C112 1.395, H120 1.088
112 C -10.19 -6.52 6.20  C111 1.395, C113 1.397, H121 1.088
113 C -9.69 -5.39 5.53  C112 1.397, C114 1.401, H122 1.089
114 C -8.86 -5.55 4.41  C100 1.477, C109 1.394, C113 1.401
115 H -7.22 -2.42 2.21  C102 1.089
116 H -5.62 -2.70 0.34  C103 1.088
117 H -4.91 -4.98 -0.36  C104 1.088
118 H -5.84 -6.97 0.79  C105 1.089
119 H -8.78 -8.96 4.29  C110 1.089
120 H -10.26 -8.67 6.26  C111 1.088
121 H -10.82 -6.39 7.07  C112 1.088
122 H -9.95 -4.40 5.89  C113 1.089
123 O 3.71 6.90 -8.19  C124 1.225
124 C 4.79 6.87 -7.62  O123 1.225, C125 1.477, C138 1.477
125 C 5.00 5.99 -6.45  C124 1.477, C126 1.401, C130 1.394
126 C 3.95 5.17 -6.01  C125 1.401, C127 1.396, H139 1.089
127 C 4.16 4.31 -4.93  C126 1.396, C128 1.395, H140 1.088
128 C 5.40 4.26 -4.30  C127 1.395, C129 1.396, H141 1.088
129 C 6.43 5.09 -4.73  C128 1.396, C130 1.400, H142 1.089
130 C 6.23 5.96 -5.80  C125 1.394, C129 1.400, C131 1.476
131 C 7.33 6.85 -6.24  C130 1.476, O132 1.226, C133 1.476
132 O 8.39 6.87 -5.64  C131 1.226
133 C 7.13 7.72 -7.42  C131 1.476, C134 1.401, C138 1.394
134 C 8.17 8.54 -7.87  C133 1.401, C135 1.396, H143 1.089
135 C 8.00 9.33 -9.00  C134 1.396, C136 1.395, H144 1.088
136 C 6.79 9.31 -9.69  C135 1.395, C137 1.397, H145 1.088
137 C 5.74 8.51 -9.24  C136 1.397, C138 1.401, H146 1.089
138 C 5.91 7.71 -8.10  C124 1.477, C133 1.394, C137 1.401
139 H 2.98 5.20 -6.50  C126 1.089
140 H 3.35 3.67 -4.59  C127 1.088
141 H 5.56 3.58 -3.47  C128 1.088
142 H 7.40 5.05 -4.22  C129 1.089
143 H 9.12 8.55 -7.33  C134 1.089
144 H 8.81 9.97 -9.35  C135 1.088
145 H 6.66 9.93 -10.58  C136 1.088
146 H 4.80 8.50 -9.78  C137 1.089